A molecular structure, C18H19BrN4O3Pd. Source: the OMol25 dataset; level of theory: ωB97M-V with the def2-TZVPD basis set.

Cartesian coordinates (Å):
Pd 0.30 -0.44 0.08
O -1.31 -0.64 1.23
C -2.16 0.35 1.31
C -3.53 0.06 1.20
C -4.50 1.04 1.31
C -4.13 2.36 1.53
C -2.79 2.67 1.63
C -1.80 1.70 1.52
C -0.40 2.15 1.57
N 0.66 1.62 2.19
C 1.68 2.52 1.97
C 1.26 3.57 1.23
N -0.06 3.33 0.98
H -3.80 -0.97 1.02
H -5.54 0.77 1.22
H -4.88 3.13 1.62
H -2.50 3.70 1.82
H 2.66 2.37 2.39
H 1.77 4.44 0.85
H -0.66 3.85 0.37
N 2.13 -0.30 -0.87
C 3.15 -0.33 0.20
C 2.79 -1.43 1.19
N 1.39 -1.24 1.62
H 2.29 -1.02 -1.56
H 2.05 0.62 -1.33
H 3.12 0.64 0.70
H 4.16 -0.49 -0.19
H 3.48 -1.42 2.04
H 2.86 -2.41 0.71
H 1.26 -0.44 2.25
H 0.98 -2.06 2.05
Br -5.39 3.21 -1.95
C -3.54 3.50 -2.25
C -3.14 4.70 -2.81
C -1.78 4.91 -3.05
C -0.86 3.94 -2.72
C -1.28 2.74 -2.15
C -2.63 2.52 -1.90
C -0.25 1.71 -1.75
O 0.95 1.99 -1.86
O -0.75 0.63 -1.28
H -3.87 5.45 -3.07
H -1.46 5.85 -3.49
H 0.20 4.08 -2.89
H -2.95 1.59 -1.44

Computed properties:
E_LUMO = 0.39 eV
Kohn-Sham gap = 7.82 eV
Relative energy (zero: lowest compared OMol25 entry of this formula, charge and spin) = 0.000 eV
2S+1 = 1

A single C18H19ClN2O3S molecule. Source: the OMol25 dataset; level of theory: ωB97M-V with the def2-TZVPD basis set.

Cartesian coordinates (Å):
C 0.29 -7.39 1.59
O -0.57 -6.46 0.98
C -0.12 -5.19 0.79
C 1.13 -4.72 1.15
C 1.49 -3.40 0.91
C 0.61 -2.53 0.30
C 0.95 -1.09 0.05
C 0.26 -0.20 1.10
N 0.33 1.19 0.75
C -0.55 1.77 -0.07
S -1.89 1.03 -0.68
N -0.35 3.10 -0.41
C 0.72 3.90 -0.10
O 1.67 3.51 0.56
C 0.64 5.28 -0.63
C 1.84 5.94 -0.89
C 1.83 7.23 -1.38
C 0.63 7.89 -1.60
C -0.56 7.24 -1.32
Cl -2.07 8.05 -1.57
C -0.57 5.94 -0.84
C -0.65 -3.00 -0.07
C -1.03 -4.31 0.16
O -2.24 -4.84 -0.17
C -3.19 -4.01 -0.79
H 1.21 -7.54 1.00
H 0.56 -7.08 2.61
H -0.27 -8.32 1.64
H 1.84 -5.37 1.63
H 2.47 -3.06 1.21
H 2.03 -0.94 0.09
H 0.59 -0.79 -0.93
H -0.79 -0.48 1.17
H 0.73 -0.33 2.08
H 1.16 1.74 0.98
H -1.07 3.47 -1.02
H 2.76 5.42 -0.70
H 2.76 7.74 -1.59
H 0.61 8.90 -1.98
H -1.52 5.47 -0.60
H -1.33 -2.31 -0.55
H -2.83 -3.64 -1.75
H -4.06 -4.63 -0.94
H -3.46 -3.16 -0.15

Computed properties:
E_LUMO = -0.15 eV
Kohn-Sham gap = 7.73 eV
Relative energy (zero: lowest compared OMol25 entry of this formula, charge and spin) = 0.781 eV
2S+1 = 1
Structure (SMILES) = COc1ccc(CCNC(=S)NC(=O)c2cccc(Cl)c2)cc1OC

A molecular structure, C18H19F2NO10Sr. Source: the OMol25 dataset; level of theory: ωB97M-V with the def2-TZVPD basis set.

Cartesian coordinates (Å):
Sr -19.53 5.36 25.93
C -22.62 -0.25 22.47
C -21.96 0.99 22.68
C -21.75 2.08 21.54
O -21.25 3.18 21.77
C -22.03 1.55 20.21
C -22.66 0.26 20.05
C -23.02 -0.64 21.19
O -23.55 -1.83 21.05
O -22.97 0.02 18.84
O -21.51 1.29 23.80
H -22.81 -0.97 23.25
H -21.56 2.13 19.43
C -12.56 4.03 25.40
C -13.98 3.69 25.50
C -14.39 2.45 26.37
O -15.60 2.34 26.71
C -13.39 1.60 26.80
C -12.08 1.87 26.63
C -11.62 3.17 25.93
O -10.39 3.52 25.70
O -11.27 0.99 27.07
O -14.86 4.50 25.17
H -12.27 4.97 24.95
H -13.61 0.69 27.33
F -18.98 5.32 29.79
F -18.20 9.05 26.86
C -25.12 9.23 21.48
O -24.58 9.85 22.69
C -23.16 9.88 22.77
C -22.42 8.56 23.18
N -22.78 8.02 24.45
C -24.08 7.34 24.68
C -24.15 6.99 26.25
O -23.34 5.95 26.77
C -24.04 4.81 26.91
H -25.08 8.14 21.44
H -24.71 9.69 20.58
H -26.19 9.37 21.65
H -22.88 10.73 23.38
H -22.74 10.08 21.78
H -21.41 8.87 22.95
H -22.73 8.00 22.30
H -22.70 8.79 25.11
H -24.04 6.42 24.10
H -24.97 7.86 24.33
H -25.17 6.90 26.63
H -23.96 7.94 26.74
H -24.55 4.52 25.99
H -24.79 4.94 27.69
H -23.41 4.04 27.35

Computed properties:
E_LUMO = 5.25 eV
Kohn-Sham gap = 2.53 eV
Total charge = -4
Relative energy (zero: lowest compared OMol25 entry of this formula, charge and spin) = 3.790 eV
2S+1 = 1

Max |F| (computed, Eh/bohr): 0.0161, 0.0134, 0.0932
Calculated total energy (computed, Eh): -3844.04239, -1890.94897, -1734.43996
HOMO (computed, eV): -7.4, -7.9, 2.7